1.
{
  "formula": "C19H24N2O4",
  "method": "the ωB97M-V functional and the def2-TZVPD basis",
  "species": ["O", "O", "O", "O", "N", "N", "C", "C", "C", "C", "C", "C", "C", "C", "C", "C", "C", "C", "C", "C", "C", "C", "C", "C", "C", "H", "H", "H", "H", "H", "H", "H", "H", "H", "H", "H", "H", "H", "H", "H", "H", "H", "H", "H", "H", "H", "H", "H", "H"],
  "coordinates": [[1.57, 0.05, 1.98], [-6.11, 0.83, -0.36], [4.14, 1.09, 0.56], [2.29, 1.18, -0.69], [1.55, -1.63, 0.47], [-0.67, 0.96, 0.19], [0.97, -0.59, 1.13], [-4.75, 0.82, -0.21], [1.54, -1.41, -1.96], [3.25, 0.58, -0.28], [1.01, -2.19, -0.75], [2.98, -1.72, 0.54], [-2.01, 1.10, -0.03], [3.86, 2.38, 1.12], [3.07, -1.35, -1.94], [-0.43, -0.26, 0.77], [-4.03, -0.21, 0.36], [-2.74, 2.13, -0.61], [-1.80, -2.27, 1.58], [4.19, 3.50, 0.15], [-2.64, -0.07, 0.45], [-6.84, -0.28, 0.10], [3.60, -0.87, -0.59], [-4.10, 1.98, -0.69], [-1.62, -0.93, 0.95], [-2.46, -2.19, 2.45], [-2.25, 3.02, -0.97], [4.69, -0.96, -0.55], [3.56, 3.44, -0.73], [1.14, -0.40, -1.94], [1.20, -1.90, -2.88], [-6.55, -1.19, -0.42], [-0.08, -2.15, -0.72], [5.23, 3.45, -0.16], [-4.72, 2.75, -1.12], [-4.50, -1.10, 0.73], [3.31, -1.36, 1.52], [4.02, 4.46, 0.63], [3.28, -2.77, 0.41], [1.32, -3.24, -0.80], [-2.27, -2.96, 0.87], [-0.85, -2.68, 1.90], [3.42, -0.69, -2.73], [-7.88, -0.05, -0.11], [-6.71, -0.42, 1.18], [0.06, 1.60, -0.08], [2.81, 2.40, 1.41], [3.48, -2.35, -2.13], [4.49, 2.43, 2.01]],
  "smiles": "CCOC(=O)[C@@H]1CCCN(C(=O)c2[nH]c3ccc(OC)cc3c2C)C1",
  "e_homo_ev": -7.7,
  "charge": 0,
  "lumo_ha": 0.028,
  "fmax_ev_per_a": 0.645,
  "e_above_lowest_ev": 0.649
}



2.
{
  "formula": "C19H24N2S",
  "method": "the ωB97M-V functional and the def2-TZVPD basis",
  "species": ["S", "N", "N", "C", "C", "C", "C", "C", "C", "C", "C", "C", "C", "C", "C", "C", "C", "C", "C", "C", "C", "C", "H", "H", "H", "H", "H", "H", "H", "H", "H", "H", "H", "H", "H", "H", "H", "H", "H", "H", "H", "H", "H", "H", "H", "H"],
  "coordinates": [[0.58, -2.68, -1.91], [-1.43, -1.41, -0.92], [0.59, -1.16, 0.27], [4.17, 2.25, 0.08], [-0.74, -1.70, 2.29], [-2.59, 2.08, -0.39], [-1.45, -1.08, 3.49], [-0.10, -1.67, -0.77], [-4.26, 0.53, 0.37], [2.92, 0.47, -0.93], [-2.21, -0.29, -0.56], [-3.82, 1.83, 0.19], [-0.47, 1.29, -1.50], [2.80, -0.16, 0.30], [2.01, -1.44, 0.41], [3.60, 1.66, -1.05], [4.05, 1.63, 1.31], [-0.05, -0.61, 1.45], [-1.77, 1.02, -0.80], [3.37, 0.43, 1.42], [-3.46, -0.53, 0.00], [-2.14, 3.50, -0.59], [-0.14, 0.42, -2.05], [-1.46, -2.23, 1.67], [-1.14, 3.65, -0.18], [4.70, 3.19, -0.01], [0.31, 1.56, -0.78], [-4.44, 2.65, 0.51], [0.73, -0.12, 2.04], [2.19, -1.93, 1.37], [-2.83, 4.19, -0.10], [4.50, 2.08, 2.18], [2.49, 0.00, -1.81], [-0.58, 2.12, -2.20], [-0.78, 0.15, 1.18], [3.29, -0.05, 2.38], [2.29, -2.12, -0.40], [-2.11, 3.75, -1.65], [-5.23, 0.34, 0.81], [-0.75, -0.55, 4.12], [-3.78, -1.55, 0.14], [-2.22, -0.38, 3.15], [-1.86, -2.03, -1.60], [-1.93, -1.85, 4.08], [3.70, 2.14, -2.01], [0.01, -2.42, 2.64]],
  "smiles": "CCCN(Cc1ccccc1)C(=S)Nc1cccc(C)c1C",
  "e_homo_ev": -7.9,
  "charge": 0,
  "lumo_ha": 0.027,
  "fmax_ev_per_a": 0.778,
  "e_above_lowest_ev": 0.467
}



3.
{
  "formula": "C19H24N3O2",
  "method": "the ωB97M-V functional and the def2-TZVPD basis",
  "species": ["O", "O", "N", "N", "N", "C", "C", "C", "C", "C", "C", "C", "C", "C", "C", "C", "C", "C", "C", "C", "C", "C", "C", "C", "H", "H", "H", "H", "H", "H", "H", "H", "H", "H", "H", "H", "H", "H", "H", "H", "H", "H", "H", "H", "H", "H", "H", "H"],
  "coordinates": [[-3.05, -0.63, 1.87], [3.10, 0.14, 1.59], [-4.06, 3.32, 6.43], [-3.50, 1.33, 5.20], [-2.92, 3.54, 4.58], [-2.47, 0.53, 5.41], [-0.93, 0.32, 2.39], [1.80, 0.14, 1.97], [-3.04, -3.50, 6.59], [-3.46, 2.64, 5.42], [-2.65, -0.90, 5.65], [-4.12, -2.79, 6.04], [-3.27, 4.90, 4.91], [1.05, -1.03, 2.20], [-1.54, -1.68, 6.03], [-4.46, -0.52, 1.65], [3.81, -1.11, 1.54], [1.18, 1.42, 2.03], [-0.31, -0.93, 2.45], [-3.95, 4.76, 6.27], [-3.92, -1.49, 5.55], [-1.75, -2.96, 6.56], [-2.43, 0.47, 2.48], [-0.18, 1.49, 2.26], [-3.97, 5.30, 4.18], [-5.11, -3.24, 5.99], [-0.70, 2.46, 2.33], [-2.38, 5.53, 4.95], [1.79, 2.31, 1.88], [-4.44, 2.85, 7.24], [-3.21, -4.50, 7.01], [-2.66, 0.48, 3.53], [-0.90, -3.52, 6.95], [-0.92, -1.81, 2.66], [-4.74, -0.91, 5.11], [3.71, -1.67, 2.49], [-5.02, -0.05, 2.48], [1.52, -2.02, 2.18], [-4.67, 0.05, 0.73], [-4.78, -1.56, 1.50], [4.84, -0.80, 1.39], [-2.75, 1.42, 2.04], [-1.43, 0.88, 5.38], [-4.94, 5.22, 6.27], [3.48, -1.73, 0.70], [-0.54, -1.25, 5.95], [-2.42, 3.23, 3.75], [-3.36, 5.22, 7.06]],
  "e_homo_ev": -10.5,
  "charge": 1,
  "lumo_ha": -0.146,
  "fmax_ev_per_a": 3.000,
  "e_above_lowest_ev": 2.492
}



4.
{
  "formula": "C19H24N3O4RuSi",
  "method": "the ωB97M-V functional and the def2-TZVPD basis",
  "species": ["Ru", "Si", "O", "O", "O", "O", "N", "N", "N", "C", "C", "C", "C", "C", "C", "C", "C", "C", "C", "C", "C", "C", "C", "C", "C", "C", "C", "C", "H", "H", "H", "H", "H", "H", "H", "H", "H", "H", "H", "H", "H", "H", "H", "H", "H", "H", "H", "H", "H", "H", "H", "H"],
  "coordinates": [[0.41, 1.23, 0.07], [-2.34, 1.92, -0.65], [4.15, -0.28, 0.52], [2.36, 0.77, -0.40], [0.49, -1.31, -0.36], [2.56, 2.36, 3.27], [-1.47, 0.50, -0.22], [1.27, 1.15, 1.79], [1.00, 3.32, 0.40], [1.53, -2.25, -0.26], [-1.79, -0.86, -0.44], [-2.38, -3.55, -1.01], [-3.10, -1.29, -0.61], [1.62, -3.08, 0.84], [-4.12, 1.79, -1.15], [-1.38, 2.62, -2.11], [-1.06, -3.14, -0.83], [1.70, 2.31, 2.41], [3.51, -3.19, -1.20], [3.63, -4.02, -0.10], [2.19, 0.05, 1.86], [2.45, -2.30, -1.29], [3.03, 0.17, 0.56], [-2.21, 3.09, 0.81], [2.68, -3.97, 0.92], [1.01, 3.50, 1.86], [-3.40, -2.62, -0.89], [-0.79, -1.82, -0.53], [4.46, -4.71, -0.02], [-1.61, 3.67, -2.33], [-4.43, -2.92, -1.01], [-1.75, 2.58, 1.66], [-2.59, -4.58, -1.25], [1.95, 3.29, 0.03], [-0.02, 3.52, 2.21], [-0.29, 2.58, -1.97], [-3.90, -0.57, -0.50], [-1.58, 2.03, -3.02], [2.76, -4.63, 1.78], [-0.25, -3.85, -0.92], [-4.74, 1.39, -0.34], [1.67, -0.90, 1.79], [2.34, -1.62, -2.13], [-4.25, 1.15, -2.02], [2.86, 0.08, 2.70], [-1.62, 3.97, 0.57], [-3.20, 3.44, 1.14], [0.51, 4.09, -0.04], [1.51, 4.40, 2.20], [0.86, -3.04, 1.61], [4.25, -3.22, -1.99], [-4.49, 2.79, -1.40]],
  "s_squared": 0.758,
  "e_homo_ev": [-7.8, -7.8],
  "multiplicity": 2,
  "charge": 0,
  "lumo_ha": [-0.021, -0.036],
  "fmax_ev_per_a": 3.211,
  "e_above_lowest_ev": 0.565
}



5.
{
  "formula": "C19H24N4O2",
  "method": "the ωB97M-V functional and the def2-TZVPD basis",
  "species": ["O", "O", "N", "N", "N", "N", "C", "C", "C", "C", "C", "C", "C", "C", "C", "C", "C", "C", "C", "C", "C", "C", "C", "C", "C", "H", "H", "H", "H", "H", "H", "H", "H", "H", "H", "H", "H", "H", "H", "H", "H", "H", "H", "H", "H", "H", "H", "H", "H"],
  "coordinates": [[-0.65, 2.18, -0.23], [5.94, -0.49, -0.58], [0.16, 1.33, 1.71], [-1.98, 0.83, 1.07], [0.17, -2.50, 0.95], [3.36, 0.57, -0.06], [-5.25, -0.45, 0.01], [-4.46, 1.09, -1.66], [-0.45, -1.90, -1.27], [-4.10, -0.22, 0.74], [1.92, 0.74, 0.04], [5.48, -0.29, 0.73], [0.96, -1.43, 0.98], [1.54, 1.54, 1.32], [3.81, 0.33, -1.42], [5.34, 0.44, -1.45], [0.36, -0.79, -1.22], [-3.12, 0.66, 0.28], [3.96, -0.42, 0.82], [-6.30, -1.39, 0.52], [-5.43, 0.21, -1.20], [-0.52, -2.72, -0.16], [1.09, -0.52, -0.06], [-0.82, 1.50, 0.75], [-3.31, 1.32, -0.93], [-6.71, -2.00, -0.29], [1.49, -1.30, 1.92], [0.42, -0.11, -2.05], [5.72, 0.21, -2.45], [-5.90, -2.05, 1.29], [3.67, -1.45, 0.52], [-3.94, -0.74, 1.68], [2.18, 1.26, 2.16], [-4.61, 1.60, -2.60], [3.51, -0.66, -1.78], [-1.99, 0.29, 1.92], [0.01, 0.60, 2.38], [5.77, 0.71, 1.08], [1.63, 1.37, -0.81], [5.63, 1.46, -1.17], [-2.56, 2.01, -1.29], [-1.04, -2.12, -2.15], [3.38, 1.09, -2.08], [-1.15, -3.60, -0.14], [-7.13, -0.82, 0.96], [1.69, 2.60, 1.11], [5.96, -1.05, 1.35], [-6.33, 0.04, -1.77], [3.64, -0.25, 1.85]],
  "smiles": "Cc1cccc(NC(=O)NC[C@H](c2cccnc2)N2CCOCC2)c1",
  "e_homo_ev": -8.3,
  "charge": 0,
  "lumo_ha": 0.023,
  "fmax_ev_per_a": 0.674,
  "e_above_lowest_ev": 0.965
}



6.
{
  "formula": "C19H24N4O3",
  "method": "the ωB97M-V functional and the def2-TZVPD basis",
  "species": ["O", "O", "O", "N", "N", "N", "N", "C", "C", "C", "C", "C", "C", "C", "C", "C", "C", "C", "C", "C", "C", "C", "C", "C", "C", "C", "H", "H", "H", "H", "H", "H", "H", "H", "H", "H", "H", "H", "H", "H", "H", "H", "H", "H", "H", "H", "H", "H", "H", "H"],
  "coordinates": [[-1.14, 1.45, -0.29], [1.52, 2.52, -0.97], [0.60, 1.92, 3.13], [-2.71, -1.33, -3.08], [-2.45, -1.84, -0.95], [-1.44, -0.30, 1.14], [1.25, 0.73, 1.32], [-1.49, 0.29, -0.07], [0.37, 1.08, 2.27], [-2.17, -0.20, -2.47], [-1.92, 0.95, -3.27], [-2.02, -0.56, -1.14], [-3.90, -3.27, 3.97], [-3.01, -1.37, -4.42], [-2.85, -2.28, -2.11], [2.08, 2.79, 0.30], [2.46, 1.51, 1.05], [4.77, 1.28, -0.02], [-2.73, -2.42, 3.77], [5.75, 0.31, -0.68], [-2.22, 0.90, -4.59], [-0.93, 0.27, 2.38], [-0.60, -0.87, 3.35], [-2.77, -0.28, -5.18], [3.43, 0.62, 0.28], [-1.76, -1.73, 3.61], [5.21, 1.66, 0.91], [0.64, 2.14, -0.82], [2.97, 0.30, -0.66], [-1.66, 0.94, 2.82], [-0.24, -0.44, 4.28], [2.89, 1.79, 2.01], [-1.51, 1.83, -2.80], [-3.00, -0.31, -6.23], [-3.73, -3.97, 4.79], [-3.25, -3.26, -2.31], [-2.03, 1.77, -5.22], [5.94, -0.55, -0.04], [-4.12, -3.84, 3.07], [-4.77, -2.66, 4.22], [4.62, 2.14, -0.67], [0.95, 0.08, 0.62], [6.70, 0.79, -0.90], [-3.42, -2.29, -4.80], [-1.83, -1.23, 1.19], [2.98, 3.39, 0.14], [3.60, -0.29, 0.87], [1.40, 3.37, 0.93], [5.34, -0.06, -1.63], [0.21, -1.48, 2.93]],
  "smiles": "CC#CC[C@H](NC(=O)c1ncn2ccccc12)C(=O)N[C@H](CO)CCC",
  "e_homo_ev": -8.3,
  "charge": 0,
  "lumo_ha": 0.009,
  "fmax_ev_per_a": 0.477,
  "e_above_lowest_ev": 2.774
}



7.
{
  "formula": "C19H24N4O5S2",
  "method": "the ωB97M-V functional and the def2-TZVPD basis",
  "species": ["S", "S", "O", "O", "O", "O", "O", "N", "N", "N", "N", "C", "C", "C", "C", "C", "C", "C", "C", "C", "C", "C", "C", "C", "C", "C", "C", "C", "C", "C", "H", "H", "H", "H", "H", "H", "H", "H", "H", "H", "H", "H", "H", "H", "H", "H", "H", "H", "H", "H", "H", "H", "H", "H"],
  "coordinates": [[-7.09, -0.23, 0.39], [-4.57, -1.95, -0.19], [0.45, -2.82, -1.60], [3.96, -2.54, -4.13], [5.19, 1.38, 0.51], [4.41, -4.10, -2.56], [1.26, 5.09, 0.37], [1.97, 3.02, 0.66], [-4.53, 0.42, 0.92], [4.48, 2.98, 1.92], [0.67, -1.58, 0.31], [-5.34, -0.49, 0.44], [1.14, -2.43, -0.67], [-1.77, -1.80, 0.06], [2.62, -2.82, -0.66], [-3.21, -0.01, 0.82], [-3.04, -1.26, 0.24], [-7.70, -1.96, 0.43], [-9.76, -2.90, -0.67], [4.28, 2.05, 0.98], [-9.19, -1.99, 0.19], [-0.81, 0.16, 1.08], [3.42, -2.09, -1.77], [2.86, 1.87, 0.42], [2.00, 4.18, 0.02], [2.95, 4.39, -1.14], [-2.10, 0.71, 1.24], [5.79, 3.27, 2.51], [-0.63, -1.09, 0.46], [3.96, -3.01, -2.86], [5.68, 3.92, 3.39], [2.43, 0.99, 0.90], [2.79, -1.33, -2.25], [-9.82, -1.27, 0.69], [3.69, 3.53, 2.22], [2.68, -3.90, -0.77], [-10.83, -2.91, -0.85], [-9.17, -3.64, -1.20], [2.79, 5.39, -1.55], [-2.25, 1.68, 1.70], [-1.68, -2.78, -0.40], [-7.20, -2.57, -0.33], [3.98, 4.31, -0.80], [-7.48, -2.40, 1.41], [2.93, 1.67, -0.65], [1.37, -1.20, 0.93], [6.28, 2.34, 2.82], [0.04, 0.74, 1.42], [4.27, -1.57, -1.32], [2.76, 3.66, -1.92], [1.28, 2.95, 1.39], [3.05, -2.57, 0.32], [4.33, -3.26, -4.66], [6.42, 3.77, 1.78]],
  "smiles": "C=CCSc1nc2ccc(NC(=O)CCC(=O)O)cc2s1.CNC(=O)CNC(C)=O",
  "e_homo_ev": -8.3,
  "charge": 0,
  "lumo_ha": 0.009,
  "fmax_ev_per_a": 2.788,
  "e_above_lowest_ev": 0.002
}



8.
{
  "formula": "C19H24N5O9S2Ti",
  "method": "the ωB97M-V functional and the def2-TZVPD basis",
  "species": ["Ti", "S", "S", "O", "O", "O", "O", "O", "O", "O", "O", "O", "N", "N", "N", "N", "N", "C", "C", "C", "C", "C", "C", "C", "C", "C", "C", "C", "C", "C", "C", "C", "C", "C", "C", "C", "H", "H", "H", "H", "H", "H", "H", "H", "H", "H", "H", "H", "H", "H", "H", "H", "H", "H", "H", "H", "H", "H", "H", "H"],
  "coordinates": [[0.60, -0.70, 0.14], [-1.22, -1.18, 1.93], [1.97, -2.96, -0.25], [-0.62, 0.68, -0.11], [-0.43, 2.89, -0.39], [2.07, -3.70, -1.46], [0.48, -2.63, 0.10], [2.59, -3.51, 0.94], [0.28, -0.84, -2.04], [-7.29, 3.40, -0.55], [-7.45, 1.25, -0.37], [2.37, -1.49, -0.41], [-0.74, -3.42, 3.28], [1.51, -1.01, 2.09], [-6.82, 2.29, -0.44], [1.08, -2.11, 2.82], [2.11, 0.87, 0.51], [-3.40, 0.82, -0.24], [-2.62, 1.97, -0.32], [4.09, 1.44, 1.72], [-1.09, -1.08, -2.47], [4.33, 2.49, 0.83], [-0.27, -2.32, 2.72], [2.98, 0.66, 1.53], [0.94, 0.04, -2.98], [-4.59, 3.33, -0.49], [2.44, -0.16, -3.05], [-1.74, -2.22, -1.72], [-4.78, 0.92, -0.28], [3.44, -0.90, 3.57], [3.45, 2.71, -0.20], [-1.12, 1.91, -0.29], [-5.34, 2.18, -0.40], [2.34, 1.87, -0.33], [2.61, -0.46, 2.43], [-3.21, 3.22, -0.46], [-5.42, 0.05, -0.21], [-1.87, -2.02, -0.66], [-2.58, 4.10, -0.52], [-0.16, -4.04, 3.81], [-1.65, -0.14, -2.36], [2.96, 0.17, -2.16], [-1.17, -3.14, -1.84], [5.20, 3.12, 0.95], [0.66, 1.07, -2.74], [-2.73, -2.36, -2.15], [-5.08, 4.29, -0.59], [4.08, -1.73, 3.24], [-2.94, -0.15, -0.15], [2.81, -1.28, 4.37], [4.08, -0.11, 3.95], [-1.04, -1.32, -3.53], [0.51, -0.17, -3.96], [4.77, 1.25, 2.54], [2.67, -1.22, -3.20], [-1.72, -3.63, 3.18], [3.58, 3.51, -0.91], [1.62, 2.02, -1.11], [1.67, -2.93, 2.61], [2.81, 0.41, -3.90]],
  "e_homo_ev": -12.5,
  "charge": 1,
  "lumo_ha": -0.171,
  "fmax_ev_per_a": 0.207,
  "e_above_lowest_ev": 0.000
}



9.
{
  "formula": "C19H25B2Br10NO19",
  "method": "the ωB97M-V functional and the def2-TZVPD basis",
  "species": ["Br", "Br", "Br", "Br", "Br", "Br", "Br", "Br", "Br", "Br", "O", "O", "O", "O", "O", "O", "O", "O", "O", "O", "O", "O", "O", "O", "O", "O", "O", "O", "O", "N", "C", "C", "C", "C", "C", "C", "C", "C", "C", "C", "C", "C", "C", "C", "C", "C", "C", "C", "C", "B", "B", "H", "H", "H", "H", "H", "H", "H", "H", "H", "H", "H", "H", "H", "H", "H", "H", "H", "H", "H", "H", "H", "H", "H", "H", "H"],
  "coordinates": [[-4.42, 4.91, 3.85], [0.56, -4.05, 6.68], [-0.95, -0.67, 3.84], [-1.71, -2.07, -1.04], [-3.18, 1.86, 2.71], [-2.78, -3.32, 2.24], [2.31, -1.35, 1.77], [4.57, -3.73, 2.86], [0.64, 2.73, 3.78], [0.04, 1.75, 7.17], [-2.23, 1.99, -5.12], [7.37, -1.95, -1.98], [3.18, -1.11, -2.63], [3.70, -2.18, -4.64], [-2.25, 3.44, -3.39], [7.26, 0.34, -3.71], [5.09, -0.31, -4.01], [-2.20, 0.05, -3.85], [-2.21, -1.59, -7.90], [-1.70, -0.14, -6.26], [0.95, -1.31, -2.71], [1.12, 2.12, -0.46], [-4.96, -1.10, -6.92], [0.80, 4.30, -0.91], [1.60, -2.64, -5.30], [-0.16, 3.31, 0.90], [-2.29, 1.04, -1.82], [5.27, -2.29, -2.75], [-3.89, 0.30, -5.55], [0.22, 0.70, -0.54], [-2.29, 1.08, -3.02], [-3.05, -3.47, -0.66], [-3.19, 3.52, 1.66], [0.63, 3.27, -0.24], [-0.45, 3.65, 5.12], [-3.96, -0.59, -6.50], [4.25, -1.23, 1.46], [2.06, -1.52, -3.14], [-2.53, -0.86, -7.01], [4.83, -2.63, 1.23], [-2.77, -4.32, 0.57], [2.38, -2.20, -4.52], [6.33, -0.39, -3.52], [-1.21, 2.66, 6.01], [6.42, -1.64, -2.64], [-0.09, -3.04, 5.14], [0.01, -1.53, 5.34], [-4.46, 4.30, 1.95], [-2.30, 2.34, -3.87], [-2.46, 0.53, -5.20], [4.33, -1.47, -3.51], [4.41, -0.73, 0.51], [-1.87, 3.27, 6.63], [-3.08, -4.05, -1.58], [0.66, 1.12, -1.42], [-3.54, -5.08, 0.58], [-3.95, -2.88, -0.49], [-0.37, 4.27, 0.83], [4.67, -0.62, 2.25], [-0.54, 1.31, -0.24], [-0.03, -0.28, -0.66], [-1.75, -4.69, 0.48], [5.90, -2.44, 1.15], [1.08, -1.35, 5.35], [-2.94, 3.29, 0.62], [-1.13, -3.34, 5.05], [-5.38, 3.74, 1.81], [-4.58, 5.19, 1.34], [0.99, 0.82, 0.12], [0.20, 4.19, 5.81], [-1.13, 4.33, 4.61], [-1.81, 1.99, 5.40], [-0.48, -1.21, 6.25], [4.42, -3.11, 0.36], [0.44, -3.38, 4.25], [-2.38, 4.13, 2.04]],
  "e_homo_ev": -4.3,
  "charge": -2,
  "lumo_ha": 0.107,
  "fmax_ev_per_a": 16.019,
  "e_above_lowest_ev": 4.178
}